Record 1
Density functional theory data (the ωB97M-V functional and the def2-TZVPD basis) for a cluster of 5 separate species, C25H45F6NO16S in total.

Geometry as XYZ:
```
94
Properties=species:S:1:pos:R:3
N 2.6496 -0.7094 -2.3065
C 3.3586 -0.4510 -1.1080
C 2.5994 -0.6057 0.1851
C 1.3967 0.3177 0.3939
C 0.0731 -0.1415 -0.2582
C -0.6514 0.9363 -1.0142
F -0.9133 1.9808 -0.1875
F -1.8530 0.4375 -1.4471
C 0.0109 1.4971 -2.2865
F 1.2666 1.9392 -2.0521
F -0.7216 2.5517 -2.7348
F 0.0453 0.5429 -3.2531
O 4.3977 -1.5340 -0.9605
S 5.6348 -1.1889 -1.8434
O 5.4286 -1.2415 -3.2501
O 6.7679 -1.8632 -1.3390
O 5.6069 0.3728 -1.4681
C 4.2491 0.8062 -1.2563
C 4.3070 1.7983 -0.0836
C 4.4048 3.2243 -0.5775
F 5.4610 3.3606 -1.4556
H 1.7634 -1.1624 -2.1804
H 2.5887 0.0724 -2.9315
H 3.3030 -0.3903 0.9766
H 2.2987 -1.6401 0.2906
H 1.6170 1.3450 0.1463
H 1.2203 0.3018 1.4606
H 0.2228 -1.0306 -0.8527
H -0.6139 -0.4358 0.5235
H 3.9804 1.3730 -2.1399
H 5.1733 1.5362 0.5082
H 3.4336 1.7537 0.5521
H 4.5551 3.8851 0.2658
H 3.4989 3.4945 -1.1081
C -4.9209 -0.6612 4.3291
C -3.8422 -1.0233 3.3325
O -2.5398 -1.0456 3.9406
C -2.2676 -2.1261 4.6662
O -2.9844 -3.0752 4.8249
O -1.0426 -1.9842 5.1703
C -0.6281 -3.0602 6.0163
H -4.6797 0.2794 4.8256
H -5.8822 -0.5567 3.8258
H -5.0184 -1.4266 5.0972
H -3.7825 -0.2658 2.5533
H -4.0456 -1.9791 2.8513
H -0.7325 -4.0164 5.5100
H -1.2094 -3.0609 6.9364
H 0.4174 -2.8815 6.2474
C -11.4785 0.6424 5.2185
C -10.0606 1.0853 4.9297
O -9.4338 0.2566 3.9390
C -9.7906 0.5012 2.6823
O -10.5504 1.3534 2.3117
O -9.1370 -0.3526 1.8962
C -9.4576 -0.2357 0.5079
H -11.4984 -0.4127 5.4929
H -11.8948 1.2258 6.0392
H -12.1157 0.7741 4.3456
H -9.4429 0.9782 5.8188
H -10.0214 2.1277 4.6163
H -9.3289 0.7871 0.1630
H -10.4800 -0.5629 0.3286
H -8.7696 -0.8886 -0.0202
C 3.6441 -7.7478 -5.1852
C 5.1315 -8.0210 -5.1187
O 5.8976 -6.9377 -5.6584
C 6.0360 -5.8840 -4.8519
O 5.6146 -5.7973 -3.7303
O 6.7487 -4.9682 -5.4936
C 6.9541 -3.7506 -4.7616
H 3.3483 -7.5038 -6.2061
H 3.0845 -8.6240 -4.8578
H 3.3727 -6.9079 -4.5477
H 5.3853 -8.8819 -5.7340
H 5.4545 -8.2299 -4.0994
H 7.3801 -3.9501 -3.7816
H 6.0221 -3.2032 -4.6574
H 7.6538 -3.1556 -5.3406
C -0.3082 5.3169 -0.4250
C 0.4362 5.5948 -1.7125
O 1.3658 6.6793 -1.5724
C 2.5084 6.3617 -0.9755
O 2.8351 5.2641 -0.6029
O 3.2553 7.4580 -0.8997
C 4.5168 7.2724 -0.2531
H -0.8070 6.2167 -0.0638
H -1.0561 4.5421 -0.5889
H 0.3718 4.9777 0.3556
H -0.2574 5.9048 -2.4907
H 0.9632 4.7107 -2.0699
H 5.0733 6.4584 -0.7111
H 4.3711 7.0753 0.8075
H 5.0628 8.2020 -0.3780
```

Calculated values
- E_LUMO (eV) = 0.25
- Kohn-Sham gap (Eh) = 0.39122
- SMILES = N[C@@]1(CCCC(F)(F)C(F)(F)F)OS(=O)(=O)O[C@@H]1CCF.CCOC(=O)OC.CCOC(=O)OC.CCOC(=O)OC.CCOC(=O)OC
- E_HOMO (Ha) = -0.382
- relative energy (zero: lowest compared OMol25 entry of this formula, charge and spin) (kcal/mol) = 0.0

=====

Record 2
Density functional theory data (the ωB97M-V functional and the def2-TZVPD basis) for a structure of composition C25H45GaNO8S2Si.

Geometry as XYZ:
```
83
Properties=species:S:1:pos:R:3
Ga 13.2588 7.5551 11.0330
O 11.6437 6.3330 10.9949
C 10.6898 6.4763 10.2050
C 10.3833 7.5924 9.4297
C 9.1336 7.6983 8.7009
C 8.7713 8.8422 8.0852
C 9.6255 9.9627 8.1089
C 10.7776 9.9457 8.8488
C 11.2374 8.7865 9.4902
O 12.4386 8.8614 10.0525
N 7.4677 8.9082 7.3523
O 7.0904 9.9863 6.9602
O 6.8577 7.8631 7.2809
H 9.9898 5.6023 10.0682
H 8.5422 6.8241 8.6822
H 9.2780 10.9585 7.7194
H 11.3898 10.8332 8.9471
C 17.5716 6.2775 13.0785
C 17.9696 7.7571 12.8639
C 18.0892 8.6268 14.1466
C 19.2995 7.8431 12.0885
O 16.9274 8.3475 12.0288
Si 16.2284 7.7423 10.7106
S 14.8371 6.1290 10.8661
O 15.2138 8.9329 10.2162
C 15.5015 10.3462 10.0926
C 17.0335 10.6461 9.9106
C 15.0749 11.0279 11.3944
C 14.6894 10.8868 8.9226
O 17.3358 7.1720 9.7016
C 17.5234 6.7137 8.3451
C 16.6821 5.5531 7.9359
C 18.9794 6.3484 8.2252
C 17.2084 7.8715 7.3829
H 18.2697 5.7595 13.8502
H 17.6028 5.7153 12.1552
H 16.6110 6.2606 13.5298
H 18.9784 8.4044 14.6358
H 17.2306 8.5823 14.8046
H 18.1343 9.6516 13.7873
H 20.1638 7.4091 12.6462
H 19.5388 8.8929 11.8108
H 19.1587 7.2811 11.1767
H 17.5122 10.8014 10.8693
H 17.2115 11.4657 9.2439
H 17.5462 9.7229 9.5419
H 15.7966 10.7532 12.1978
H 14.0254 10.7776 11.6671
H 15.1269 12.1019 11.2271
H 14.8211 10.3118 8.0271
H 15.0398 11.8782 8.6550
H 13.6470 10.8959 9.2186
H 16.8942 4.6165 8.4725
H 16.8311 5.3903 6.9021
H 15.6496 5.8212 8.1859
H 19.3809 5.6395 9.0110
H 19.5934 7.2623 8.2739
H 19.1724 5.9626 7.2165
H 16.2389 8.3861 7.5634
H 17.1776 7.5252 6.3500
H 17.9498 8.6475 7.4783
C 11.4450 10.8854 13.9605
C 12.3092 10.4495 15.1534
C 12.4766 8.9352 15.3339
S 13.6882 8.1962 14.1641
O 12.7763 8.1186 12.8663
C 13.7966 6.5353 14.7972
C 12.5703 5.6247 14.6831
C 11.6208 5.5810 15.8579
H 11.5199 11.9718 13.8181
H 10.4357 10.4913 14.0923
H 11.8408 10.3689 13.1210
H 11.9194 10.8607 16.0520
H 13.3438 10.8421 15.1088
H 11.5424 8.4538 15.1292
H 12.8009 8.6298 16.3122
H 14.1625 6.6243 15.8445
H 14.6156 6.1023 14.2439
H 12.9802 4.6019 14.5160
H 12.0706 5.9026 13.7734
H 12.0998 5.8206 16.8016
H 11.0952 4.6602 15.9739
H 10.7545 6.3410 15.7364
```

Calculated values
- net charge = +1
- E_LUMO (eV) = -3.66
- Kohn-Sham gap (Eh) = 0.31173
- E_HOMO (Ha) = -0.446
- relative energy (zero: lowest compared OMol25 entry of this formula, charge and spin) (kcal/mol) = 20.2

=====

> What is the E_HOMO in the second record?

-0.446 Ha